1.
The following is a quantum chemistry calculation of an isolated ion of composition C2H8N3 and charge +2, from OMol25.

```
13
Properties=species:S:1:pos:R:3:forces:R:3
C 1.747 -0.404 0.732 1.4 -3.2 -1.6
N 0.567 -0.351 -0.407 2.4 -0.1 3.5
C -0.598 0.237 -0.230 -3.2 0.1 -1.5
N -1.752 -0.524 -0.684 2.9 2.7 0.9
N -0.874 1.514 0.224 0.9 -2.3 -0.9
H 2.044 0.470 1.374 -1.3 -0.4 -0.8
H 1.399 -1.412 1.344 0.9 2.6 -1.3
H 2.754 -0.697 0.104 -2.7 0.6 1.4
H 0.511 -1.238 -0.966 0.5 1.0 0.2
H -2.181 -0.134 -1.544 -0.1 -0.9 0.6
H -1.488 -1.499 -0.573 -1.0 -0.3 -0.6
H -0.351 2.242 0.717 0.8 -0.3 0.0
H -1.778 1.796 -0.091 -1.3 0.5 0.1
```
Forces are in eV/Å.

Its spin multiplicity is 2. The expectation value of S² is 0.784. As for the molar mass: 74.1 g/mol. For the total energy, the calculation gives -6651.0971 eV. The energy above the lowest of the compared OMol25 structures with the same formula, charge and spin comes out at 2.6245 eV. For the maximum force, the calculation gives 4.25 eV/Å. As for the total charge: +2. For the highest occupied orbital energy (spin up / spin down), the calculation gives -0.80274 / -0.77314 Ha. The LUMO energy (spin up / spin down) is -10.250 / -15.193 eV.

***

2.
The following is a quantum chemistry calculation of a 2-piece molecular cluster, C2H8N3O overall, from OMol25.

```
14
Properties=species:S:1:pos:R:3:forces:R:3
C -1.465 -0.174 1.103 1.1 -1.0 -0.9
N -2.716 -0.439 1.320 -2.7 -1.6 0.1
O -0.946 -0.172 -0.012 -0.4 0.2 -0.4
H -0.806 -0.065 1.918 0.4 0.5 1.8
H -3.098 -0.809 2.195 0.7 0.7 -0.2
H -3.190 -0.877 0.524 0.1 0.6 0.2
N 1.165 1.259 -0.195 -0.1 -3.4 -0.6
C 1.937 0.472 -1.048 -1.9 0.2 3.1
N 1.682 -0.798 -1.324 1.3 1.2 -1.2
H 0.223 1.021 0.378 2.7 -0.6 -2.8
H 1.251 2.214 -0.285 1.1 2.5 -0.2
H 2.958 0.758 -1.312 -0.6 0.8 -0.3
H 2.227 -1.238 -2.082 -0.3 0.3 0.9
H 0.778 -1.152 -1.180 -1.5 -0.6 0.5
```
Forces are in eV/Å.

Its spin multiplicity is 1. As for the molar mass: 90.1 g/mol. For the total energy, the calculation gives -8715.0637 eV. The energy above the lowest of the compared OMol25 structures with the same formula, charge and spin comes out at 1.4120 eV. For the maximum force, the calculation gives 3.95 eV/Å. As for the total charge: +1. For the highest occupied orbital energy, the calculation gives -0.53197 Ha. The LUMO energy is -3.687 eV.

***

3.
The following is a quantum chemistry calculation of a 2-piece molecular cluster, C2H8N3O overall, from OMol25.

```
14
Properties=species:S:1:pos:R:3:forces:R:3
C -1.156 -1.302 0.847 0.2 0.2 -0.1
N -2.238 -2.051 0.675 -0.7 0.1 0.2
O -0.743 -0.478 0.027 -0.1 -0.1 0.1
H -0.613 -1.470 1.787 -0.1 -0.2 0.0
H -2.613 -2.581 1.452 0.2 0.0 -0.2
H -2.905 -1.809 -0.053 0.4 -0.1 0.0
N 0.472 2.051 -0.425 0.1 0.0 -0.4
C 1.594 1.465 -0.735 -0.1 -0.1 0.2
N 1.853 0.203 -0.523 0.6 -0.1 -0.3
H -0.283 1.501 -0.032 -0.2 0.0 -0.1
H 0.332 2.978 -0.789 -0.3 0.1 0.3
H 2.369 2.076 -1.184 0.1 0.0 0.1
H 2.801 -0.086 -0.699 0.0 -0.3 -0.1
H 1.129 -0.498 -0.349 -0.1 0.5 0.3
```
Forces are in eV/Å.

Its spin multiplicity is 1. As for the molar mass: 90.1 g/mol. For the total energy, the calculation gives -8716.4353 eV. The energy above the lowest of the compared OMol25 structures with the same formula, charge and spin comes out at 0.0404 eV. For the maximum force, the calculation gives 0.79 eV/Å. As for the total charge: +1. For the highest occupied orbital energy, the calculation gives -0.53512 Ha. The LUMO energy is -2.962 eV.

***

4.
The following is a quantum chemistry calculation of a 2-piece molecular cluster, C2H8N3O overall, from OMol25.

```
14
Properties=species:S:1:pos:R:3:forces:R:3
C -1.297 -0.066 0.136 1.0 1.5 0.5
C -2.374 0.934 -0.027 0.2 1.0 1.6
N -1.673 -1.342 0.713 1.9 -1.9 1.5
N 0.054 0.086 0.151 0.8 1.8 0.4
N 3.039 -0.757 -0.531 -0.4 -0.8 0.0
O -1.612 -1.312 -0.590 0.1 -1.1 -0.6
H -2.521 0.916 -1.121 -0.4 0.9 0.6
H -2.062 1.930 0.513 -0.7 -1.8 -1.6
H -3.233 0.503 0.538 0.2 0.6 -0.8
H -0.959 -2.055 1.184 -1.6 1.3 -1.0
H 0.449 1.094 0.404 -1.5 -2.4 -0.6
H 3.173 -1.766 -0.389 0.0 1.1 -0.1
H 2.088 -0.409 -0.431 1.0 -0.2 0.0
H 3.843 -0.152 -0.419 -0.5 -0.2 0.1
```
Forces are in eV/Å.

Its spin multiplicity is 1. As for the molar mass: 90.1 g/mol. For the total energy, the calculation gives -8707.4930 eV. The energy above the lowest of the compared OMol25 structures with the same formula, charge and spin comes out at 8.9827 eV. For the maximum force, the calculation gives 3.09 eV/Å. As for the total charge: +1. For the highest occupied orbital energy (spin up / spin down), the calculation gives -0.45553 / -0.48429 Ha. The LUMO energy (spin up / spin down) is -8.078 / -8.170 eV.

***

5.
The following is a quantum chemistry calculation of a 2-piece molecular cluster, C2H8N3S overall, from OMol25.

```
14
Properties=species:S:1:pos:R:3:forces:R:3
C 1.671 1.195 -0.322 -1.1 -1.4 0.3
C -2.542 -1.731 0.663 -0.9 0.2 0.5
N 1.817 1.947 0.730 0.3 0.7 0.3
N -1.293 -1.900 -0.017 0.9 0.0 -0.2
N 2.026 1.547 -1.523 0.3 0.4 -0.3
S 0.116 -1.410 0.524 0.4 0.4 -0.5
H -3.240 -1.157 0.053 0.0 0.0 0.0
H -2.991 -2.708 0.858 0.1 0.0 0.0
H -2.375 -1.219 1.609 0.0 0.0 -0.1
H 2.249 2.872 0.709 -0.1 -0.2 0.0
H 1.520 1.621 1.634 0.0 0.0 -0.1
H -1.345 -2.412 -0.896 0.2 0.1 0.1
H 2.487 2.433 -1.721 -0.1 -0.1 0.0
H 1.899 0.922 -2.301 0.0 0.0 0.1
```
Forces are in eV/Å.

Its spin multiplicity is 1. As for the molar mass: 106.2 g/mol. For the total energy, the calculation gives -17500.2984 eV. The energy above the lowest of the compared OMol25 structures with the same formula, charge and spin comes out at 2.1084 eV. For the maximum force, the calculation gives 1.80 eV/Å. As for the total charge: +1. For the highest occupied orbital energy (spin up / spin down), the calculation gives -0.44938 / -0.50183 Ha. The LUMO energy (spin up / spin down) is -6.314 / -5.488 eV.

***

6.
The following is a quantum chemistry calculation of a 2-piece molecular cluster, C2H8N3S overall, from OMol25.

```
14
Properties=species:S:1:pos:R:3:forces:R:3
C -0.101 0.511 -2.376 -3.1 -5.4 3.5
C 0.341 -0.305 0.125 1.3 0.2 2.4
N -1.762 1.192 1.506 2.3 -1.0 -2.1
N -0.857 0.495 1.807 -0.5 0.3 -0.2
N 1.186 -1.012 1.160 0.7 1.9 -0.2
S 1.085 0.646 -1.033 0.7 0.6 -0.5
H -0.058 1.335 -2.899 0.0 4.3 -2.7
H -1.185 0.256 -1.957 2.2 1.4 -0.6
H 0.006 -0.370 -2.985 0.9 -0.2 -0.4
H -0.480 -0.844 -0.116 -2.3 -1.7 -0.8
H -2.457 1.348 2.181 -1.5 0.5 1.9
H 2.103 -0.579 1.202 1.0 -0.6 -1.1
H 0.962 -0.666 2.065 -1.8 0.5 1.5
H 1.219 -2.005 1.320 0.1 -0.8 -0.9
```
Forces are in eV/Å.

Its spin multiplicity is 1. As for the molar mass: 106.2 g/mol. For the total energy, the calculation gives -17498.0510 eV. The energy above the lowest of the compared OMol25 structures with the same formula, charge and spin comes out at 4.3558 eV. For the maximum force, the calculation gives 7.15 eV/Å. As for the total charge: +1. For the highest occupied orbital energy (spin up / spin down), the calculation gives -0.45008 / -0.43243 Ha. The LUMO energy (spin up / spin down) is -4.065 / -3.633 eV.